The following is a DFT calculation (ωB97M-V/def2-TZVPD) of a cluster of 2 separate species, C5H6OS in total at a distorted geometry.

Geometry as XYZ:
```
13
Properties=species:S:1:pos:R:3:forces:R:3:nbo_charge:R:1
C -1.1199 -1.0824 -0.8739 -0.0927 -0.9753 0.2838 -0.242
C 1.9047 0.2321 0.7630 -1.6207 1.0978 -0.5325 0.731
C -1.2262 0.0928 -1.1050 -0.2319 -0.9267 -0.2047 -0.001
C 3.0022 -0.3488 0.3981 1.2541 -0.3366 2.5722 -0.794
C -1.3714 1.5217 -1.2134 0.8442 1.0170 2.6098 -0.689
O 0.9078 0.7780 1.0296 0.8816 -0.6021 0.1452 -0.462
S -0.9027 -2.7352 -0.3993 0.3622 0.9313 -0.2517 0.064
H 3.4303 -0.3853 -0.5475 0.0775 -0.0363 -1.6208 0.264
H 3.7030 -0.5312 1.2360 -0.5602 -0.0952 -0.5045 0.263
H -2.1387 -3.1755 -0.6270 -0.2867 0.0928 -0.1011 0.135
H -0.2901 1.8996 -1.1013 -1.7108 -0.0152 -0.2029 0.247
H -1.7987 1.8727 -2.1557 -0.1046 -0.0026 0.3809 0.241
H -1.9648 1.8317 -0.2132 1.1879 -0.1489 -2.5738 0.244
```
Positions in Å, forces in eV/Å.

## Properties
HOMO-LUMO gap in eV: 9.32
HOMO in eV: -8.59

=====

The following is a DFT calculation (ωB97M-V/def2-TZVPD) of an isolated molecule of C5H6OS at a distorted geometry.

Geometry as XYZ:
```
13
Properties=species:S:1:pos:R:3:forces:R:3:nbo_charge:R:1
C 1.2053 -0.6089 -0.7854 -0.1127 -0.5819 -1.1284 -0.538
C -1.3779 -1.1423 0.0744 1.0986 1.2032 1.1773 -0.507
C -1.3455 -0.0942 0.9556 -3.4706 -4.9214 -0.2148 0.136
C 0.2608 1.4884 0.2882 -1.5694 0.7835 0.5130 0.152
C 1.0092 0.8703 -0.6046 -0.1637 -0.8168 1.4240 -0.317
H 1.9109 -0.6607 -1.6729 -0.7578 -0.6781 1.2310 0.239
H 1.5911 -1.1326 0.1314 -0.1211 0.7063 -1.0104 0.241
H -1.9947 -1.9364 0.4352 -0.4365 -0.3447 0.0186 0.227
H -2.0946 -0.2539 1.7783 0.8292 0.4478 -0.7272 0.184
H 0.2245 2.5340 0.5519 1.0157 0.3435 -0.6636 0.198
H 1.7458 1.5405 -0.9608 0.7568 0.3116 -0.8548 0.225
O -0.7928 1.0509 1.0432 1.7836 2.1732 0.1625 -0.463
S -0.3421 -1.6551 -1.2347 1.1479 1.3736 0.0727 0.224
```
Positions in Å, forces in eV/Å.

## Properties
HOMO-LUMO gap in eV: 8.62
HOMO in eV: -7.85

=====

The following is a DFT calculation (ωB97M-V/def2-TZVPD) of a structure of composition C5H6OS at a distorted geometry.

Geometry as XYZ:
```
13
Properties=species:S:1:pos:R:3:forces:R:3:nbo_charge:R:1
C 0.3174 1.3179 0.0596 -0.7352 -1.1616 0.0410 -0.268
C 1.4927 0.8928 -0.3786 -1.9993 -1.9097 0.7987 -0.301
C -1.6242 -0.2002 -0.6670 1.1641 -1.2058 -0.2533 0.404
C 0.5028 -1.3230 0.5195 -0.7553 4.4212 2.2170 -0.520
C -0.6989 0.2895 0.4271 1.7538 -2.8240 -0.5840 -0.273
O -2.6534 -0.8218 -0.5509 0.1058 0.7913 0.3581 -0.523
S 1.9131 -0.8240 -0.4948 -0.9245 -0.0037 -0.0803 0.249
H -0.0398 2.3305 0.1114 0.4746 0.4771 -0.1839 0.231
H 2.2123 1.4840 -0.7393 2.6796 2.4069 -1.2354 0.209
H -1.0687 -0.2333 -1.6442 -0.4700 0.5063 0.1255 0.106
H 0.8877 -1.1207 1.5874 -1.0783 -0.9644 -1.4650 0.224
H -0.1226 -2.1813 0.3664 0.2335 -0.4244 -0.3016 0.236
H -1.1185 0.3897 1.4036 -0.4489 -0.1092 0.5633 0.225
```
Positions in Å, forces in eV/Å.

## Properties
HOMO-LUMO gap in eV: 8.75
HOMO in eV: -8.47

=====

The following is a DFT calculation (ωB97M-V/def2-TZVPD) of an isolated molecule of C5H6OS at a distorted geometry.

Geometry as XYZ:
```
13
Properties=species:S:1:pos:R:3:forces:R:3:nbo_charge:R:1
C 1.0207 -0.1220 -0.1043 -0.0881 2.4362 1.0472 -0.216
C 0.4749 -1.2939 -0.0577 0.5171 1.7025 -0.2328 -0.009
C 0.9502 1.5791 0.0759 0.5167 -1.9721 -2.4443 0.621
C -0.6891 -2.1801 -0.0528 2.5572 1.7000 -0.2900 -0.648
C -0.4803 2.0148 0.0970 0.3790 2.8025 -0.8328 -0.730
O 1.9168 2.2761 -0.0815 -0.9903 -1.1430 0.8030 -0.479
S 2.3000 -1.4318 0.0660 0.0025 -0.1447 -0.0596 0.032
H -0.4869 -2.9183 -0.7268 0.0598 -2.1542 -1.9642 0.237
H -1.5512 -1.6685 -0.2170 -2.5286 1.4405 -0.7707 0.226
H -0.7175 -2.5823 0.8730 -0.2653 -1.6354 3.1297 0.236
H -0.7153 3.1218 -0.1360 0.9958 -1.4657 1.2349 0.245
H -0.9515 1.6028 0.9235 -0.8792 -0.1510 2.1525 0.239
H -1.0706 1.6022 -0.6592 -0.2768 -1.4157 -1.7728 0.245
```
Positions in Å, forces in eV/Å.

## Properties
HOMO-LUMO gap in eV: 7.98
HOMO in eV: -7.64

=====

The following is a DFT calculation (ωB97M-V/def2-TZVPD) of an isolated molecule of C5H6OS at a distorted geometry.

Geometry as XYZ:
```
13
Properties=species:S:1:pos:R:3:forces:R:3:nbo_charge:R:1
C 1.8965 0.6313 0.0812 2.1621 -0.8753 -0.4506 -0.242
C 0.5773 0.1269 0.0061 -0.1286 -0.1376 -0.2381 -0.185
C 0.0945 -1.1016 -0.0003 -0.3348 -1.6123 0.3238 -0.094
C -1.4058 -1.0313 -0.0340 0.0175 -0.0953 -0.0141 -0.104
C -0.5227 1.0986 -0.0547 -1.0869 2.1323 -0.0141 -0.075
H 1.8846 1.7220 0.2188 0.7029 -0.2874 0.0726 0.201
H 0.6274 -2.0619 0.1293 -0.1882 0.8649 -0.2138 0.236
H -1.8369 -1.4222 0.9110 0.0556 0.1616 -0.3427 0.181
H -1.8696 -1.5184 -0.8844 0.0409 -0.7260 -0.0071 0.198
H -0.4289 1.8583 -0.9262 -0.1232 -1.0974 1.4263 0.192
H -0.5654 1.6665 0.9394 -0.0307 -0.3536 -1.2229 0.174
O -1.7036 0.3344 -0.2400 0.1181 0.6787 0.2812 -0.519
S 3.2526 -0.3026 -0.1462 -1.2045 1.3473 0.3993 0.037
```
Positions in Å, forces in eV/Å.

## Properties
HOMO-LUMO gap in eV: 7.84
HOMO in eV: -8.89

=====

The following is a DFT calculation (ωB97M-V/def2-TZVPD) of an isolated molecule of C5H6OS at a distorted geometry.

Geometry as XYZ:
```
13
Properties=species:S:1:pos:R:3:forces:R:3:nbo_charge:R:1
C -0.7264 1.6996 0.1527 -0.0587 0.1674 -0.1349 0.552
C -1.4505 -0.9987 -0.7310 -2.5754 0.1887 -0.4829 -0.114
C 0.4948 0.9557 0.7261 1.5322 2.3894 -2.2375 -0.536
C -0.1828 -1.3274 -0.1661 1.1857 2.9644 2.2304 -0.577
C 0.9064 -0.1807 -0.1978 -1.1369 1.1856 -0.1399 -0.366
O -0.7854 2.7826 -0.3234 0.1817 -1.0406 0.5405 -0.483
S -2.9670 -1.4796 -0.8437 1.8254 0.4338 0.2038 0.156
H 1.3252 1.7237 0.6735 -0.7487 -0.6092 0.3077 0.222
H 0.3990 0.6496 1.7128 -0.6496 -0.5340 1.8598 0.227
H -0.2038 -1.7087 0.8513 -0.3254 -0.2861 0.2080 0.224
H 0.3035 -1.9719 -0.7502 1.3059 -3.5002 -2.4505 0.256
H 0.9507 0.2974 -1.1994 0.0625 -0.7414 0.2701 0.214
H 1.9362 -0.4415 0.0954 -0.5987 -0.6179 -0.1746 0.225
```
Positions in Å, forces in eV/Å.

## Properties
HOMO-LUMO gap (alpha / beta) in eV: 7.06 / 7.43
HOMO (alpha / beta) in eV: -7.43 / -7.71

=====

The following is a DFT calculation (ωB97M-V/def2-TZVPD) of a structure of composition C5H6OS2 at a distorted geometry.

Geometry as XYZ:
```
14
Properties=species:S:1:pos:R:3:forces:R:3:nbo_charge:R:1
C 1.4705 0.8028 0.2221 0.7449 -1.8129 1.5499 0.108
C 1.4969 -0.7367 0.0106 0.1903 -0.2470 -1.2955 -0.344
C 0.8844 -0.9147 1.3895 0.9681 -0.1033 1.2738 -0.398
C 0.2228 0.4523 1.0701 -0.6438 0.1646 0.3197 -0.347
C -0.8334 0.0188 0.0940 -0.1851 -0.4183 -0.7639 -0.262
H 0.9094 2.3928 -0.6376 -0.0283 0.2538 -0.1794 0.481
H 2.3271 0.9746 0.9292 -0.5658 0.5152 -0.6332 0.169
H 2.4192 -1.2143 -0.3327 -0.3426 -0.1099 0.1002 0.238
H 1.6553 -0.8883 2.1722 -0.1115 0.4841 -0.0882 0.219
H 0.2592 -1.7798 1.6589 -0.0020 0.4077 -0.6729 0.237
H -0.1482 1.1191 1.8352 -0.1040 0.0856 0.1977 0.236
O 1.4004 1.6054 -0.8848 0.0711 0.3833 -0.0561 -0.684
S -2.4234 0.3300 0.1099 0.4486 0.0386 -0.0275 0.045
S 0.0439 -1.0290 -1.0639 -0.4398 0.3585 0.2755 0.302
```
Positions in Å, forces in eV/Å.

## Properties
HOMO-LUMO gap in eV: 8.61
HOMO in eV: -8.60

=====

The following is a DFT calculation (ωB97M-V/def2-TZVPD) of a cluster of 2 separate species, C5H6OS2 in total at a distorted geometry.

Geometry as XYZ:
```
14
Properties=species:S:1:pos:R:3:forces:R:3:nbo_charge:R:1
C 0.5808 -1.3059 0.7744 -0.9804 1.2146 -1.0092 -0.137
C 0.4039 -2.1284 -0.3725 0.1161 -0.2497 1.2370 -0.339
C -0.1126 -0.1661 0.9237 -0.1633 -0.5359 -0.2234 -0.270
C -0.5068 -1.7525 -1.2471 -2.0097 -1.1125 -3.0056 0.193
C -1.1445 0.1306 -0.0415 -0.5602 2.6200 0.7557 0.186
O -1.2988 -0.6345 -1.1427 1.1083 -0.8549 0.5999 -0.427
S 1.1944 3.0950 -0.2325 -0.1240 0.8611 -0.5981 -0.288
S -2.0579 1.5067 0.1527 0.0635 -0.9750 -0.3418 -0.122
H 1.2870 -1.5625 1.4678 1.7539 -0.6897 1.7007 0.212
H 0.9115 -3.0747 -0.3276 0.0262 -0.1872 -0.8358 0.241
H 0.0495 0.5147 1.7618 -0.3010 -0.2540 -0.4232 0.247
H -0.8407 -2.3415 -2.1741 0.7883 0.9839 1.5774 0.214
H 0.9236 3.4331 1.0077 -0.0005 -0.2261 0.8958 0.137
H 0.6105 4.2858 -0.5502 0.2828 -0.5945 -0.3293 0.152
```
Positions in Å, forces in eV/Å.

## Properties
HOMO-LUMO gap (alpha / beta) in eV: 7.99 / 7.99
HOMO (alpha / beta) in eV: -8.21 / -8.21

=====

| no. | total energy (Eh) |
| --- | --- |
| 1 | -667.4215 |
| 2 | -667.4587 |
| 3 | -667.4483 |
| 4 | -667.4140 |
| 5 | -667.4762 |
| 6 | -667.3883 |
| 7 | -1065.6839 |
| 8 | -1065.6746 |